61
Properties=species:S:1:pos:R:3 method="wB97M-V/def2-TZVPD" orbital_gap_ev=8.7047 smiles="COCCNC(=O)CCC1CCN(Cc2cccc(Oc3ccccc3)c2)CC1" total_charge=0 relative_energy_kcal_mol=30.7 homo_energy_ev=-7.92
C 1.98 0.99 -1.27
H 1.40 0.35 -0.60
O 2.80 1.88 -0.56
C 3.91 1.28 0.07
C 3.53 0.36 1.24
N 2.65 1.02 2.17
C 1.36 0.64 2.35
O 0.90 -0.36 1.83
C 0.58 1.52 3.32
H 0.86 2.56 3.19
H 0.88 1.21 4.32
C -0.93 1.33 3.15
H -1.10 0.29 2.87
C -1.56 2.24 2.09
C -3.04 1.88 1.94
C -3.70 2.74 0.85
N -3.03 2.70 -0.43
C -1.62 2.97 -0.31
C -0.89 2.11 0.73
H 0.16 2.43 0.77
H -0.90 1.06 0.42
H -1.15 2.87 -1.29
H -1.53 4.03 -0.01
C -3.41 1.65 -1.37
C -2.82 0.28 -1.16
C -1.63 -0.07 -1.78
C -1.04 -1.31 -1.58
C -1.66 -2.24 -0.74
C -2.86 -1.90 -0.13
C -3.44 -0.66 -0.34
H -4.38 -0.43 0.13
H -3.35 -2.62 0.50
H -1.23 -3.21 -0.59
O 0.08 -1.58 -2.30
C 1.06 -2.42 -1.83
C 1.81 -3.10 -2.79
C 2.87 -3.90 -2.40
C 3.18 -4.03 -1.06
C 2.44 -3.35 -0.11
C 1.38 -2.55 -0.48
H 0.82 -2.00 0.27
H 2.68 -3.45 0.94
H 4.00 -4.66 -0.75
H 3.45 -4.42 -3.15
H 1.56 -2.97 -3.83
H -1.14 0.62 -2.45
H -4.50 1.59 -1.35
H -3.12 2.01 -2.36
H -4.74 2.44 0.71
H -3.69 3.78 1.18
H -3.57 2.04 2.88
H -3.12 0.83 1.68
H -1.48 3.28 2.43
H -1.43 1.51 4.11
H 2.96 1.90 2.55
H 4.45 0.05 1.75
H 3.01 -0.53 0.88
H 4.50 0.70 -0.65
H 4.51 2.12 0.44
H 2.56 0.37 -1.95
H 1.29 1.61 -1.84